An isolated molecule of C19H26N2O5S. Source: the OMol25 dataset; level of theory: the ωB97M-V functional and the def2-TZVPD basis.

Properties
lowest unoccupied orbital energy	0.54	eV
DFT total energy	-44179.15254	eV
HOMO-LUMO gap	9.25	eV
structure (SMILES)	Cc1cc2c(cc1S(=O)(=O)CCC(=O)N[C@H]1CC[C@@H](C)CC1)OCC(=O)N2

Structure (XYZ):
```
53
Properties=species:S:1:pos:R:3:mulliken_charge:R:1
C 4.2867 0.5382 -0.3138 -2.04
C 3.0368 0.1751 -1.0431 0.41
C 2.6051 -1.1383 -1.1703 0.51
C 1.4264 -1.4627 -1.8172 -0.82
C 0.6305 -0.4672 -2.3547 0.36
C 1.0354 0.8661 -2.2198 0.76
C 2.2277 1.1695 -1.5829 -1.07
H 2.5201 2.2045 -1.4839 0.42
N 0.1821 1.8669 -2.6849 0.00
C -0.9410 1.6157 -3.4038 0.41
O -1.7287 2.4784 -3.7120 -0.65
C -1.0798 0.1619 -3.8411 -0.44
H -2.1374 -0.0763 -3.9704 0.29
O -0.5593 -0.7933 -2.9392 -0.49
H -0.5794 0.0704 -4.8194 0.31
H 0.3798 2.8273 -2.4341 0.21
H 1.1382 -2.4974 -1.9025 0.63
S 3.5238 -2.5306 -0.4928 1.30
O 2.8555 -3.7339 -0.9193 -0.71
O 4.9234 -2.4128 -0.8113 -0.77
C 3.3280 -2.4352 1.3203 -0.80
C 1.8538 -2.5538 1.6402 -1.06
H 1.7123 -2.9545 2.6482 0.56
C 1.1648 -1.1909 1.5974 0.62
O 1.7714 -0.1452 1.7199 -0.67
N -0.1722 -1.2597 1.4673 -0.10
H -0.6123 -2.1553 1.3233 0.34
C -1.0461 -0.1033 1.5187 0.23
C -1.6084 0.2280 0.1261 -0.24
C -2.9912 0.8803 0.2082 -1.42
C -3.0771 1.7932 1.4303 0.84
C -4.3561 2.6248 1.4140 -1.79
H -4.4168 3.2472 2.3038 0.42
H -4.3803 3.2712 0.5399 0.41
H -5.2307 1.9781 1.3856 0.38
C -2.9919 0.9470 2.7116 -0.99
C -2.1876 -0.3416 2.5050 -1.08
H -2.8315 -1.1309 2.1110 0.42
H -1.7864 -0.6858 3.4599 0.34
H -2.5335 1.5417 3.5031 0.38
H -3.9987 0.6843 3.0417 0.34
H -2.2229 2.4774 1.3977 0.30
H -3.1747 1.4536 -0.7021 0.47
H -3.7704 0.1193 0.2774 0.35
H -1.6665 -0.6867 -0.4672 0.38
H -0.9132 0.9013 -0.3743 0.00
H -0.4205 0.7193 1.8775 0.20
H 1.3938 -3.2430 0.9296 0.44
H 3.7339 -1.4849 1.6538 0.44
H 3.9150 -3.2604 1.7136 0.51
H 4.0418 0.7098 0.7346 0.27
H 4.7114 1.4551 -0.7152 0.53
H 5.0168 -0.2623 -0.3842 0.33
```